[1]
Density functional theory data (ωB97M-V/def2-TZVPD) for a 2-piece molecular cluster, C26H27ClFN3O6 overall.

Each line ends with the Löwdin charge.
Positions of all 64 atoms, in Å:
C (-2.90, -1.87, -0.13)  -0.0881
C (-2.26, -3.03, 0.64)  -0.1972
C (-1.13, -3.63, -0.16)  -0.1570
C (-1.37, -4.77, -0.95)  0.0574
C (-0.34, -5.36, -1.68)  -0.2377
O (-0.58, -6.47, -2.43)  0.0774
C (0.95, -4.81, -1.64)  -0.2278
O (1.97, -5.41, -2.34)  0.0063
C (2.36, -4.85, -3.54)  -0.2406
C (1.68, -3.81, -4.19)  0.0270
C (2.13, -3.31, -5.42)  0.0278
C (3.28, -3.83, -6.04)  -0.1529
N (3.74, -3.34, -7.29)  -0.3424
O (3.14, -2.38, -7.79)  0.0719
O (4.71, -3.88, -7.81)  0.0726
C (3.95, -4.88, -5.38)  -0.0021
C (3.51, -5.38, -4.15)  -0.5485
Cl (4.40, -6.67, -3.39)  0.7132
C (1.19, -3.68, -0.86)  0.0886
C (0.16, -3.09, -0.12)  -0.2083
F (0.44, -1.99, 0.62)  0.0629
H (-2.16, -1.08, -0.31)  0.0686
H (-3.73, -1.44, 0.45)  0.0762
H (-3.29, -2.22, -1.09)  0.0790
H (-1.89, -2.67, 1.60)  0.0997
H (-3.03, -3.79, 0.85)  0.1135
H (-2.36, -5.21, -1.00)  0.1348
H (0.27, -6.77, -2.80)  0.1171
H (0.78, -3.37, -3.76)  0.1272
H (1.56, -2.50, -5.89)  0.1243
H (4.84, -5.33, -5.81)  0.1201
H (2.19, -3.26, -0.82)  0.1411
C (-0.31, 5.61, 4.18)  -0.0806
N (-1.61, 4.93, 4.05)  0.0458
C (-2.21, 4.28, 3.04)  -0.4394
O (-3.28, 3.77, 3.31)  0.0510
C (-1.65, 4.07, 1.61)  -0.1879
C (-0.21, 3.57, 1.45)  -0.1059
C (0.10, 2.39, 2.37)  -0.2127
C (-0.48, 1.14, 2.11)  -0.0244
C (-0.27, 0.06, 2.99)  -0.0695
C (0.52, 0.24, 4.13)  -0.0776
C (1.12, 1.48, 4.39)  -0.0701
C (0.92, 2.55, 3.50)  -0.0430
N (-2.04, 5.04, 0.56)  0.1212
C (-1.88, 6.35, 0.43)  -0.5480
C (-1.16, 7.17, 1.47)  0.0134
O (-2.32, 6.91, -0.57)  0.0387
H (0.25, 5.14, 4.99)  0.0813
H (-0.47, 6.65, 4.44)  0.0839
H (0.27, 5.56, 3.28)  0.0497
H (-2.17, 4.92, 4.89)  0.1465
H (-2.22, 3.19, 1.31)  0.1367
H (-0.06, 3.23, 0.43)  0.1258
H (0.51, 4.37, 1.62)  0.0968
H (-1.11, 1.00, 1.24)  0.1051
H (-0.73, -0.90, 2.79)  0.0814
H (0.68, -0.59, 4.81)  0.0975
H (1.74, 1.61, 5.26)  0.0975
H (1.39, 3.50, 3.70)  0.0915
H (-2.55, 4.64, -0.22)  0.1521
H (-1.71, 7.13, 2.40)  0.0772
H (-1.12, 8.21, 1.13)  0.0908
H (-0.14, 6.81, 1.58)  0.0710

Output
Gap between HOMO and LUMO   8.0249 eV
SMILES   CCc1cc(O)c(Oc2ccc([N+](=O)[O-])cc2Cl)cc1F.CNC(=O)[C@H](Cc1ccccc1)NC(C)=O
E   -2182.6414 hartree
HOMO energy   -9.04 eV
Relative energy (zero: lowest compared OMol25 entry of this formula, charge and spin)   21.4 kcal per mole


[2]
Density functional theory data (ωB97M-V/def2-TZVPD) for one molecule with the formula C6H11NO2S.

Each line ends with the Löwdin charge.
Positions of all 21 atoms, in Å:
C (-3.75, -1.47, 0.70)  0.0089
C (-3.03, -1.02, -0.30)  -0.2658
S (-2.56, 0.71, -0.49)  0.8089
O (-3.23, 1.54, 0.48)  -0.3614
N (-1.05, 0.97, -0.65)  -0.1451
C (-0.03, 0.07, -0.37)  -0.5375
O (-0.30, -1.04, 0.08)  0.0372
C (1.33, 0.69, -0.44)  -0.2998
C (1.49, 1.27, 0.99)  -0.0390
C (2.45, -0.39, -0.60)  -0.0569
H (-3.81, -2.50, 0.84)  0.0549
H (-4.19, -0.76, 1.44)  0.0934
H (-2.40, -1.70, -0.87)  0.0900
H (-3.10, 0.97, -1.70)  0.0682
H (1.27, 1.35, -1.29)  0.1266
H (1.23, 0.60, 1.69)  0.0506
H (0.81, 2.01, 1.19)  0.0398
H (2.53, 1.78, 1.06)  0.1263
H (2.34, -1.34, -0.18)  0.0528
H (3.38, -0.06, -0.35)  0.0251
H (2.54, -0.70, -1.75)  0.1228

Output
Gap between HOMO and LUMO   10.0082 eV
SMILES   C=C[S@@H](=O)=NC(=O)C(C)C
E   -838.5111 hartree
HOMO energy   -9.61 eV
Relative energy (zero: lowest compared OMol25 entry of this formula, charge and spin)   70.9 kcal per mole


[3]
Density functional theory data (ωB97M-V/def2-TZVPD) for a 9-piece molecular cluster, C22H52N2O7S7 overall.

Each line ends with the Löwdin charge.
Positions of all 90 atoms, in Å:
C (2.15, -3.04, 4.41)  -0.2026
S (1.56, -1.90, 3.05)  0.8379
O (2.64, -0.79, 2.89)  -0.6038
C (1.91, -2.94, 1.56)  -0.2238
H (1.50, -3.91, 4.42)  0.0441
H (2.27, -2.45, 5.32)  0.0554
H (3.13, -3.29, 3.99)  0.0433
H (1.69, -2.54, 0.57)  0.0375
H (1.40, -3.88, 1.76)  0.0455
H (2.94, -3.30, 1.60)  0.0559
C (-2.16, 1.23, -4.41)  -0.2354
S (-1.84, -0.60, -4.35)  0.8069
O (-2.70, -1.19, -5.46)  -0.5640
C (-0.10, -0.55, -4.85)  -0.2726
H (-3.06, 1.44, -3.82)  0.0373
H (-2.35, 1.53, -5.44)  0.0612
H (-1.29, 1.75, -3.99)  0.0379
H (0.09, 0.24, -5.59)  0.0485
H (0.03, -1.56, -5.23)  0.0616
H (0.43, -0.29, -3.94)  -0.0020
C (-6.05, 3.24, 2.40)  -0.2751
S (-5.48, 2.60, 0.83)  0.8379
O (-4.54, 3.59, 0.13)  -0.5447
C (-4.39, 1.30, 1.47)  -0.2736
H (-5.31, 3.84, 2.94)  0.0632
H (-6.44, 2.54, 3.13)  0.0608
H (-6.77, 3.99, 2.06)  0.0428
H (-3.59, 1.81, 1.99)  0.0485
H (-4.04, 0.78, 0.58)  0.0174
H (-4.80, 0.48, 2.07)  0.0510
C (3.34, 0.80, -3.55)  -0.2504
S (3.18, 0.19, -5.27)  0.8285
O (2.46, 1.34, -5.95)  -0.5713
C (4.92, 0.35, -5.75)  -0.2780
H (4.30, 0.51, -3.12)  0.0525
H (2.52, 0.41, -2.96)  0.0070
H (3.40, 1.89, -3.66)  0.0654
H (5.04, 0.03, -6.79)  0.0464
H (5.42, -0.45, -5.20)  0.0430
H (5.47, 1.29, -5.65)  0.0654
C (0.69, 2.27, 4.01)  -0.2494
S (-0.52, 3.22, 3.08)  0.7992
O (-0.84, 4.41, 3.97)  -0.5686
C (0.67, 3.84, 1.88)  -0.2719
H (0.84, 1.29, 3.57)  0.0261
H (0.29, 2.26, 5.03)  0.0548
H (1.69, 2.69, 3.93)  0.0512
H (1.47, 4.45, 2.31)  0.0661
H (0.27, 4.54, 1.14)  0.0568
H (1.00, 3.00, 1.27)  0.0271
C (-3.37, -3.07, 4.57)  -0.2805
S (-2.08, -2.70, 3.36)  0.8268
O (-1.07, -3.88, 3.36)  -0.5781
C (-3.15, -2.77, 1.84)  -0.2288
H (-4.05, -3.91, 4.40)  0.0610
H (-3.96, -2.19, 4.80)  0.0537
H (-2.82, -3.33, 5.47)  0.0500
H (-3.74, -1.87, 1.69)  0.0302
H (-3.83, -3.63, 1.91)  0.0547
H (-2.51, -2.80, 0.96)  0.0381
C (-2.03, 1.78, -1.09)  -0.2069
S (-1.04, 0.22, -1.01)  0.8318
O (0.31, 0.41, -1.74)  -0.5679
C (-0.70, 0.08, 0.76)  -0.2247
H (-1.54, 2.26, -1.94)  0.0447
H (-1.93, 2.27, -0.12)  0.0413
H (-3.07, 1.53, -1.29)  0.0420
H (0.08, -0.57, 1.15)  0.0246
H (-1.59, -0.11, 1.36)  0.0384
H (-0.47, 1.12, 0.93)  0.0095
N (0.11, -2.63, -2.28)  0.0022
C (-0.84, -3.59, -1.99)  -0.1199
C (-0.16, -4.80, -1.93)  -0.1213
C (1.22, -4.56, -2.02)  -0.1092
C (1.36, -3.17, -2.16)  -0.1417
H (-0.08, -1.64, -2.27)  0.0293
H (-1.88, -3.32, -1.95)  0.1027
H (-0.52, -5.81, -1.82)  0.0897
H (1.98, -5.32, -2.05)  0.0904
H (2.26, -2.60, -2.34)  0.1052
N (3.35, 1.18, 1.20)  0.0096
C (4.09, 2.03, 2.02)  -0.1255
C (4.22, 3.16, 1.31)  -0.1597
C (3.64, 3.02, 0.05)  -0.1317
C (3.21, 1.71, -0.06)  -0.1249
H (2.94, 0.29, 1.44)  0.0727
H (4.36, 1.67, 3.00)  0.1126
H (4.74, 4.05, 1.64)  0.0959
H (3.48, 3.81, -0.66)  0.0930
H (2.67, 1.23, -0.86)  0.0737

Output
Gap between HOMO and LUMO   7.8117 eV
E   -4292.6382 hartree
HOMO energy   -8.03 eV
Relative energy (zero: lowest compared OMol25 entry of this formula, charge and spin)   41.6 kcal per mole


[4]
Density functional theory data (ωB97M-V/def2-TZVPD) for one molecule with the formula C2H4N2OS.

Each line ends with the Löwdin charge.
Positions of all 10 atoms, in Å:
N (-1.78, -0.82, 0.14)  0.0125
N (-1.36, 0.50, -0.08)  0.0040
C (-0.10, 0.96, -0.35)  -0.1618
C (1.03, 0.21, -0.07)  -0.8859
O (2.06, 0.95, 0.27)  -0.0482
S (1.33, -1.45, -0.12)  0.6676
H (-1.05, -1.64, 0.28)  0.0645
H (-2.78, -0.97, 0.31)  0.0920
H (-0.14, 2.04, -0.33)  0.1099
H (2.79, 0.21, -0.06)  0.1453

Output
Gap between HOMO and LUMO   8.3761 eV
SMILES   N/N=C\C(O)=S
E   -661.4536 hartree
HOMO energy   -9.06 eV
Relative energy (zero: lowest compared OMol25 entry of this formula, charge and spin)   82.8 kcal per mole


[5]
Density functional theory data (ωB97M-V/def2-TZVPD) for C13H19Br12F10S2 as an isolated structure.

Each line ends with the Löwdin charge.
Positions of all 56 atoms, in Å:
C (4.21, -1.87, -0.03)  -0.1686
C (4.54, -1.01, -1.26)  -0.2006
C (3.52, 0.11, -1.49)  -0.4766
F (4.17, 1.27, -1.81)  -0.0050
S (2.59, 0.57, 0.03)  1.2094
C (1.17, 1.51, -0.55)  -0.3445
C (0.25, 1.77, 0.69)  -0.3559
C (-0.64, 0.46, 0.85)  -0.2468
C (-2.06, 0.73, 0.30)  -0.0989
C (-2.58, -0.46, -0.50)  -0.4711
F (-2.66, -1.51, 0.34)  0.1273
F (-1.66, -0.70, -1.48)  0.0539
C (-3.95, -0.07, -1.12)  -0.4403
F (-4.69, 0.59, -0.23)  0.1302
F (-3.68, 0.76, -2.14)  0.1352
S (-4.99, -1.53, -1.78)  0.7725
F (-3.68, -2.39, -1.99)  -0.1236
F (-4.89, -0.97, -3.26)  -0.1267
F (-6.31, -0.66, -1.62)  -0.1259
F (-5.20, -2.06, -0.31)  -0.1136
F (-5.84, -2.73, -2.32)  -0.0969
H (4.81, -2.78, 0.04)  0.0426
H (4.38, -1.29, 0.88)  0.0791
H (3.17, -2.18, -0.14)  -0.0014
H (4.52, -1.67, -2.13)  0.1248
H (5.55, -0.62, -1.18)  0.0837
H (2.85, -0.14, -2.31)  0.1397
H (2.05, -0.53, 0.58)  0.0323
H (1.48, 2.42, -1.06)  0.1120
H (0.59, 0.88, -1.23)  0.0924
H (-0.32, 2.66, 0.46)  0.0810
H (0.88, 1.90, 1.56)  0.0445
H (-0.16, -0.35, 0.30)  0.0766
H (-0.71, 0.23, 1.90)  0.0547
H (-2.73, 0.98, 1.12)  0.0980
H (-2.04, 1.57, -0.39)  0.1369
C (-1.46, 3.37, 4.59)  -1.5718
Br (0.00, 4.54, 5.02)  0.6069
Br (-3.15, 4.28, 4.55)  0.5726
Br (-1.15, 2.42, 2.93)  0.8525
H (-1.51, 2.62, 5.37)  -0.0221
C (1.37, -4.70, -2.10)  -1.6197
Br (0.39, -3.07, -1.70)  0.5948
Br (2.85, -4.94, -0.90)  0.6370
Br (0.22, -6.22, -2.13)  0.6290
H (1.78, -4.58, -3.09)  -0.0257
C (-7.16, 4.29, 3.52)  -1.6344
Br (-9.04, 3.90, 3.52)  0.5952
Br (-6.50, 4.62, 5.30)  0.5520
Br (-6.16, 2.92, 2.61)  0.5431
H (-7.02, 5.21, 2.96)  -0.0268
C (9.05, -1.54, -1.81)  -1.6373
Br (8.74, 0.35, -1.57)  0.5782
Br (7.98, -2.58, -0.58)  0.5852
Br (8.76, -2.09, -3.63)  0.5871
H (10.08, -1.73, -1.57)  -0.0264

Output
Gap between HOMO and LUMO   9.0044 eV
E   -33189.5407 hartree
HOMO energy   -11.83 eV
Total charge   +1


Look up the HOMO energy of the second one.
-9.61 eV


Number 1 is which compound?
C26H27ClFN3O6


Which of these has the lowest HOMO energy?
C13H19Br12F10S2